Record 1
{"formula": "C25H36BN6Pt", "method": "ωB97M-V/def2-TZVPD", "largest_force_ev_per_a": 2.0, "gap_ev": [4.90, 4.90], "e_lumo_ev": [-13.336, -13.339], "energy_ev": -39344.5301, "relative_energy_ev": 0.369, "spin_multiplicity": 1, "charge": 3, "elements": ["Pt", "C", "C", "C", "C", "C", "C", "N", "N", "B", "N", "C", "C", "C", "N", "C", "C", "C", "N", "C", "C", "C", "N", "C", "C", "C", "H", "H", "H", "H", "H", "H", "H", "H", "H", "H", "H", "H", "H", "H", "H", "H", "H", "H", "H", "H", "H", "H", "H", "H", "H", "H", "H", "H", "C", "C", "C", "C", "C", "C", "C", "H", "H", "H", "H", "H", "H", "H", "H"], "coordinates": [[0.19733, 0.22675, 0.09218], [-4.04216, -0.87452, -0.74433], [-2.69589, -1.59247, -0.90161], [-2.86770, -2.90423, -1.66894], [-2.09239, -1.83708, 0.44495], [-2.52267, -2.68336, 1.47523], [-1.65346, -2.48770, 2.53102], [-0.73797, -1.57370, 2.18069], [-1.01803, -1.17924, 0.90909], [0.49621, -1.01131, 2.92684], [0.23972, 0.54619, 2.99173], [0.16667, 1.33213, 4.04356], [-0.41033, 2.55083, 3.67108], [-0.69736, 2.44026, 2.30286], [-0.25739, 1.23307, 1.89489], [-1.47737, 3.44988, 1.50560], [-2.04044, 4.55046, 2.40641], [-2.61358, 2.76419, 0.73787], [1.75225, -1.25995, 2.05939], [2.82755, -2.04791, 2.24245], [3.37230, -2.36221, 1.00722], [2.55068, -1.74256, 0.05956], [1.60860, -1.08491, 0.74152], [2.47373, -1.81128, -1.43295], [3.03427, -3.13791, -1.95632], [1.01679, -1.65703, -1.87104], [-4.48042, -0.69023, -1.72335], [-3.93946, 0.07881, -0.22599], [-4.74041, -1.49062, -0.17948], [-2.01105, -0.93501, -1.46154], [-3.53241, -3.57971, -1.13079], [-1.92233, -3.42212, -1.82743], [-3.31890, -2.70678, -2.63970], [-3.36962, -3.34531, 1.45166], [-1.63185, -2.93249, 3.51216], [0.60570, -1.44639, 4.01816], [0.47980, 0.98506, 5.01526], [-0.64179, 3.38838, 4.30271], [-0.77513, 3.94075, 0.82319], [-2.70648, 4.13703, 3.16446], [-2.62233, 5.24257, 1.80011], [-1.25340, 5.12902, 2.88874], [-3.36689, 2.40206, 1.43715], [-2.28856, 1.90952, 0.13320], [-3.09223, 3.48229, 0.07358], [3.10671, -2.37019, 3.23148], [4.21391, -3.00295, 0.81379], [3.07850, -0.99892, -1.85755], [2.51886, -3.98776, -1.50900], [4.09790, -3.21796, -1.74038], [2.91603, -3.19418, -3.03737], [0.39614, -2.47992, -1.51927], [0.90154, -1.54468, -2.94939], [0.52924, -0.68403, -1.48484], [3.47056, 0.92487, -3.86396], [2.39015, 1.28181, -2.90251], [2.67217, 1.49564, -1.54683], [1.68727, 1.94367, -0.65731], [0.36988, 2.16675, -1.14223], [0.06343, 1.86304, -2.48634], [1.06709, 1.44537, -3.34434], [4.33423, 0.48876, -3.36530], [3.81129, 1.83285, -4.37170], [3.11309, 0.24379, -4.63500], [3.68903, 1.38149, -1.19043], [1.99309, 2.33730, 0.30818], [-0.31541, 2.78625, -0.58568], [-0.93997, 2.02712, -2.85804], [0.83366, 1.26861, -4.38700]]}

---

Record 2
{"formula": "C5H8S3", "method": "ωB97M-V/def2-TZVPD", "largest_force_ev_per_a": 1.9, "gap_ev": 8.25, "smiles": "CC(=S)S[C@H](C)C=S", "e_lumo_ev": -0.446, "energy_ev": -37819.1637, "relative_energy_ev": 1.004, "spin_multiplicity": 1, "elements": ["C", "C", "S", "S", "C", "C", "C", "S", "H", "H", "H", "H", "H", "H", "H", "H"], "coordinates": [[2.70391, 0.42877, 1.04460], [1.50613, -0.03496, 0.20929], [1.55606, -1.28548, -0.77996], [0.17207, 1.01499, 0.64973], [-1.36167, 0.43373, -0.16112], [-1.66752, -1.01228, 0.28593], [-1.41797, 0.50313, -1.70117], [-2.69978, 1.02047, -2.52500], [2.43095, 0.33765, 2.09553], [2.91755, 1.48720, 0.79615], [3.61929, -0.18592, 0.86982], [-2.03663, 1.16948, 0.28661], [-1.12197, -1.74739, -0.31596], [-2.75383, -1.07002, 0.08973], [-1.30630, -1.21844, 1.33707], [-0.54028, 0.15907, -2.18127]]}